{"formula": "CCl4FOP", "method": "ωB97M-V/def2-TZVPD", "fmax_ev_per_a": 2.48, "gap_ev": [7.69, 7.29], "total_energy_ev": -65175.8652, "e_homo_ha": [-0.37446, -0.37897], "total_charge": 0, "elements": ["C", "O", "F", "P", "Cl", "Cl", "Cl", "Cl"], "coordinates": [[-0.7204, 0.0030, 0.3213], [0.1881, 0.5399, -2.7098], [-0.9617, -0.1602, 1.6365], [1.0833, -0.2083, -0.1903], [-1.2110, -1.5464, -0.4726], [-1.6095, 1.3967, -0.3190], [1.3683, -1.4728, 1.3009], [1.8630, 1.4481, 0.4329]], "forces_ev_per_angstrom": [[-0.5, -0.8, -0.4], [0.2, -0.1, 0.3], [-0.2, 0.8, -0.2], [-1.3, -0.4, -1.6], [-1.0, 0.1, -0.2], [0.5, -0.5, 0.3], [1.2, -1.1, 1.0], [1.1, 2.1, 0.9]]}